22
Properties=species:S:1:pos:R:3:nbo_charge:R:1 method="wB97M-V/def2-TZVPD" e_tot_ev=-77976.23257 lumo_energy_ev="-0.1980 / 0.6996" homo_lumo_gap_ha="0.2671 / 0.3364" max_force_ev_per_a=5.25
C 0.3780 1.0706 2.1939 -0.7030
C -0.2585 -1.2790 2.4019 -0.6941
C 0.1521 -0.8160 -2.7724 -0.6186
C -0.3372 1.2806 -1.5801 -0.6301
C -0.5824 0.0455 1.7923 0.0488
C -0.3196 -0.2601 -1.4399 -0.1256
N 0.4688 -0.7903 -0.3908 -0.5249
Br 2.1329 -0.1805 -0.1602 0.2173
H -0.0231 2.0488 1.9207 0.2127
H 0.4705 1.1375 3.2124 0.2212
H 1.3085 0.8123 1.8331 0.2316
H -1.1411 -1.5773 2.7810 0.2168
H 0.5719 -1.1912 3.0603 0.2089
H 0.0509 -2.0363 1.6044 0.2550
H 1.0291 -0.2726 -3.2395 0.2022
H 0.7461 -1.8080 -2.6487 0.2207
H -0.5189 -0.8601 -3.5645 0.2135
H 0.3355 1.7415 -2.2302 0.2136
H -0.2653 1.7301 -0.6879 0.2049
H -1.2123 1.6757 -2.0208 0.2130
H -1.6287 0.2354 1.3858 0.2029
H -1.3571 -0.7065 -1.4510 0.2132